{
  "formula": "C6H11N2",
  "method": "wB97M-V/def2-TZVPD",
  "lumo_ev": [-2.827, -7.513],
  "energy_ha": -344.2681,
  "spin_multiplicity": 3,
  "charge": 1,
  "gap_ev": [7.096, 7.813],
  "species": ["C", "C", "C", "C", "C", "C", "N", "N", "H", "H", "H", "H", "H", "H", "H", "H", "H", "H", "H"],
  "positions_angstrom": [[1.153, -2.288, 0.345], [-0.132, 0.080, 0.032], [1.189, -0.104, 0.793], [1.035, -0.305, -0.728], [-2.208, 1.664, -0.539], [-0.703, 1.524, -0.101], [1.289, -1.402, 1.305], [1.173, -1.816, -0.860], [1.135, -3.281, 0.552], [-0.880, -0.708, 0.203], [1.628, 0.662, 1.430], [1.521, 0.407, -1.300], [-2.367, 1.239, -1.469], [-2.467, 2.878, -0.526], [-2.818, 1.172, 0.171], [-0.642, 2.054, 0.883], [-0.197, 1.965, -0.862], [1.500, -1.521, 2.346], [0.791, -2.219, -1.676]],
  "mulliken_charge": [-0.6513, 0.0865, -0.1819, -0.5697, -1.2985, -0.6125, -0.0266, -0.0974, 0.5314, 0.4335, 0.4573, 0.4616, 0.4060, 0.3024, 0.3886, 0.3360, 0.4512, 0.3257, 0.2577]
}